7
Properties=species:S:1:pos:R:3:forces:R:3 method="wB97M-V/def2-TZVPD" multiplicity=1 charge=-1 de_lowest_kcal_mol=46.6 fmax_ev_per_a=4.4 e_homo_ev="-5.734 / -2.998"
S 0.124 -1.296 0.274 0.591 1.592 0.292
F -1.118 2.011 -1.050 1.188 -0.049 0.681
O 1.549 -1.357 -0.060 -0.596 -0.325 -0.373
O -0.843 -1.777 -0.716 0.621 -0.081 0.922
O -0.115 -1.466 1.711 -0.555 -0.281 -0.982
N -0.221 1.766 0.072 -3.836 -1.817 1.199
H 0.623 2.120 -0.231 2.586 0.960 -1.739

***

59
Properties=species:S:1:pos:R:3:forces:R:3 method="wB97M-V/def2-TZVPD" multiplicity=1 charge=0 de_lowest_kcal_mol=59.6 fmax_ev_per_a=4.0 e_homo_ev="-7.636 / -7.635"
Sc -0.420 -0.843 -0.107 0.718 3.325 2.027
S -3.883 -1.416 0.352 -0.551 0.792 0.591
S 1.407 -0.700 1.601 0.215 0.166 -0.310
S -1.853 1.233 0.809 0.464 0.221 -0.040
O -2.745 -2.413 0.939 -0.231 -0.945 0.746
O -1.936 -3.412 -1.898 -0.190 -0.912 -0.011
O -1.430 -1.900 0.999 -1.331 -1.051 0.862
O -0.148 -2.391 -1.366 1.312 -0.918 -0.454
N 1.149 0.094 -1.334 2.039 0.065 1.229
N -5.386 3.590 5.187 -0.067 0.269 0.251
N -3.890 -2.050 -2.740 0.118 -0.223 0.117
N 3.851 0.101 0.751 0.253 0.126 -0.522
N -1.844 -1.197 -1.867 -0.011 1.536 0.012
N 4.245 -0.064 1.972 -1.552 -0.264 0.046
N -3.569 0.195 -2.461 -0.269 -0.547 0.011
N -2.832 1.348 -2.186 0.361 0.429 0.184
N -8.018 0.609 4.261 -0.237 -0.025 0.199
N 2.349 0.117 -0.856 -0.578 0.639 -1.987
N -1.338 -2.381 -1.706 -0.949 -2.139 -1.839
C 7.270 0.269 4.005 0.094 -0.031 -0.035
C -4.789 1.797 3.457 0.050 -0.825 -0.602
C 5.561 0.141 2.326 1.322 0.257 0.122
C 7.839 0.558 1.691 0.036 -0.028 0.201
C 1.138 0.104 -2.735 0.176 0.114 -1.234
C 2.201 -0.454 -3.455 -0.196 0.006 0.283
C -0.010 0.519 -4.799 -0.018 0.000 -0.146
C 2.136 -0.548 -4.830 -0.072 -0.007 -0.067
C 5.943 0.092 3.667 -0.312 -0.033 -0.373
C 6.516 0.394 1.338 -0.259 -0.081 0.067
C 8.223 0.486 3.022 0.050 0.013 0.057
C 2.593 -0.110 0.432 -0.504 -0.448 1.925
C -5.684 0.728 3.231 0.862 0.135 -0.482
C -3.110 -1.048 -2.316 -0.645 0.480 -0.774
C 1.021 -0.081 -5.508 -0.069 0.092 0.020
C -5.332 -0.255 2.314 -0.088 0.201 0.259
C -6.951 0.671 3.844 -0.588 -0.025 0.288
C -4.155 -0.161 1.594 0.355 -0.563 -0.341
C -3.608 1.876 2.738 -0.038 -0.073 0.019
C -3.273 0.921 1.766 -0.016 -0.055 -0.180
C -5.115 2.789 4.415 -0.055 0.335 0.234
C 0.034 0.613 -3.422 0.451 -0.034 0.423
H 2.944 -1.007 -5.376 0.137 -0.056 -0.051
H 3.050 -0.828 -2.906 0.067 -0.074 -0.025
H 8.579 0.732 0.926 0.065 0.034 -0.101
H 6.195 0.445 0.310 0.039 -0.004 -0.080
H -3.371 2.169 -2.442 -0.017 -0.295 -0.061
H -4.542 0.300 -2.722 0.249 -0.026 0.112
H -0.760 1.094 -2.869 0.008 -0.045 -0.113
H 9.262 0.593 3.294 0.097 0.057 0.028
H 5.197 -0.082 4.429 -0.083 -0.031 0.111
H -2.926 2.697 2.898 -0.031 0.072 0.068
H -2.572 1.405 -1.181 -0.411 -0.120 -0.188
H 3.553 -0.351 2.677 0.200 0.108 -0.261
H -5.988 -1.096 2.154 -0.080 -0.045 -0.006
H 0.956 -0.176 -6.581 0.016 0.021 -0.095
H -4.863 -1.873 -2.921 0.014 -0.005 -0.071
H -3.580 -2.997 -2.527 -0.187 0.394 -0.046
H -0.855 0.925 -5.331 -0.171 0.056 -0.079
H 7.561 0.230 5.044 0.036 -0.014 0.087

***

11
Properties=species:S:1:pos:R:3:forces:R:3 method="wB97M-V/def2-TZVPD" multiplicity=1 smiles="O=CCNC=O" charge=0 de_lowest_kcal_mol=24.7 fmax_ev_per_a=0.7 e_homo_ev=-10.118
O -1.580 0.092 2.158 0.519 -0.369 -0.242
O 0.985 1.561 -1.539 -0.136 -0.275 -0.276
N 0.006 -0.299 -0.715 0.131 0.200 -0.046
C 0.411 0.508 -1.730 0.128 0.185 -0.024
C 0.280 0.157 0.642 -0.040 0.069 0.091
C -0.713 -0.502 1.565 -0.340 0.121 0.282
H 0.169 0.124 -2.735 0.006 0.004 0.107
H 1.316 -0.078 0.930 -0.228 -0.052 0.041
H 0.159 1.242 0.691 -0.029 -0.203 -0.083
H -0.417 -1.196 -0.908 0.112 0.237 0.073
H -0.616 -1.608 1.641 -0.123 0.082 0.076